No. 1
Formula: C58H43MoN10O2P2STe
Source: OMol25
Level of theory: the ωB97M-V functional and the def2-TZVPD basis

Atoms and positions in Å:
1 Te 3.26 -2.19 -0.87
2 Mo -0.80 0.98 0.90
3 S -4.96 1.24 2.85
4 P 0.09 -1.68 0.66
5 P 0.76 -0.91 -2.09
6 O -0.84 -1.05 -2.12
7 O -1.51 0.04 -2.75
8 N -2.18 0.26 -0.46
9 N -2.55 1.11 2.02
10 N -2.79 7.75 -4.83
11 N -1.13 2.46 -0.49
12 N 3.62 -6.92 0.28
13 N 0.82 5.26 2.73
14 N -0.91 -0.51 4.82
15 N -0.27 0.25 2.83
16 N -4.64 0.11 -1.84
17 N -0.28 2.84 1.83
18 C 0.00 3.07 3.13
19 C -3.14 -4.08 1.30
20 C 2.41 -2.59 -5.97
21 C -1.31 -0.09 3.61
22 C -3.15 -4.91 0.18
23 C -2.62 6.57 -5.37
24 C 1.08 1.69 -2.94
25 C 2.04 3.46 -1.63
26 C -0.70 3.73 -0.28
27 C 3.03 0.49 4.48
28 C 2.70 -6.51 -0.56
29 C -3.71 1.65 1.75
30 C -3.72 0.83 -2.32
31 C 0.85 0.14 3.63
32 C -1.25 -3.73 -0.71
33 C 0.46 -0.38 4.88
34 C -2.00 5.65 -3.25
35 C 0.51 5.08 1.47
36 C -2.21 -4.73 -0.82
37 C 0.79 -2.57 -4.21
38 C 3.02 -1.46 -5.44
39 C 4.41 -6.07 0.88
40 C 2.14 0.61 3.43
41 C -2.17 -3.10 1.42
42 C 1.15 -1.98 -0.78
43 C 0.62 -3.63 2.64
44 C 1.30 -3.14 -5.36
45 C -2.30 0.83 -1.77
46 C 2.51 -5.16 -0.84
47 C 2.53 -0.89 -4.28
48 C -0.13 3.92 1.02
49 C 1.37 -0.55 5.92
50 C 1.12 0.86 -1.83
51 C -0.91 4.76 -1.19
52 C 1.59 1.33 -0.60
53 C -2.61 0.34 3.17
54 C -2.21 6.92 -2.70
55 C -4.38 -0.66 -0.76
56 C -1.75 2.23 -1.68
57 C 2.06 2.63 -0.52
58 C 3.34 -4.25 -0.21
59 C 2.65 -3.75 3.92
60 C 1.41 -1.44 -3.67
61 C -1.98 3.20 -2.62
62 C 2.66 -0.10 5.69
63 C -2.60 7.95 -3.54
64 C 2.35 -2.02 2.28
65 C -2.22 5.48 -4.61
66 C 3.12 -2.64 3.25
67 C -3.20 -0.55 -0.08
68 C -3.85 0.30 3.74
69 C -1.22 -2.91 0.41
70 C 4.31 -4.70 0.67
71 C 1.39 -4.25 3.61
72 C -1.60 4.54 -2.37
73 C 1.53 3.00 -2.84
74 C 0.50 4.28 3.57
75 C 1.08 -2.50 1.97
76 H -2.14 -2.47 2.31
77 H 0.71 1.30 -3.88
78 H -2.06 4.52 -5.10
79 H 3.88 -1.03 -5.93
80 H 2.09 -7.27 -1.03
81 H -0.20 2.29 3.85
82 H 4.11 -2.26 3.48
83 H 0.77 5.88 0.80
84 H -3.05 -1.11 0.83
85 H -3.87 -5.70 0.10
86 H 2.81 -3.04 -6.87
87 H -4.16 -0.21 4.63
88 H 4.98 -4.02 1.18
89 H 2.43 1.10 2.50
90 H 1.01 -5.12 4.11
91 H -2.77 8.95 -3.17
92 H -3.88 2.31 0.92
93 H 0.66 4.47 4.62
94 H 0.82 -4.02 -5.77
95 H 1.76 0.62 0.22
96 H -0.35 -4.05 2.41
97 H -2.21 -5.37 -1.69
98 H -1.49 -0.82 5.58
99 H 1.08 -0.97 6.86
100 H 5.16 -6.48 1.54
101 H 3.02 -0.01 -3.87
102 H -3.87 -4.23 2.08
103 H 3.24 -4.23 4.68
104 H -0.09 -2.97 -3.73
105 H -0.55 5.75 -0.95
106 H -5.17 -1.32 -0.43
107 H 2.75 -1.14 1.79
108 H 3.39 -0.17 6.49
109 H 2.50 3.00 0.41
110 H 1.75 -4.85 -1.55
111 H -2.79 6.50 -6.43
112 H -0.52 -3.58 -1.49
113 H 4.03 0.89 4.37
114 H 1.51 3.64 -3.71
115 H -2.11 7.11 -1.65
116 H -3.94 1.46 -3.17
117 H -2.51 2.95 -3.52
118 H 2.43 4.46 -1.57

Charge: +3
Spin multiplicity: 3
E_HOMO (alpha / beta) (eV): -14.30 / -14.51
Total energy (eV): -118375.2304
Expectation value of S²: 2.02
Frontier orbital gap (alpha / beta) (hartree): 0.211 / 0.171

No. 2
Formula: C58H46Cl2LuN6O4
Source: OMol25
Level of theory: the ωB97M-V functional and the def2-TZVPD basis

Atoms and positions in Å:
1 Lu 0.43 0.17 -0.21
2 Cl 2.66 1.91 -0.49
3 Cl 3.27 -0.53 0.82
4 O -5.74 3.47 -6.46
5 O -5.10 1.37 6.60
6 O 7.53 1.88 -4.53
7 O 1.44 -8.79 1.87
8 N 1.35 -1.59 -1.21
9 N -1.76 0.78 -0.41
10 N -0.66 -1.42 0.88
11 N 0.30 0.73 -2.40
12 N 0.06 2.78 0.74
13 N 0.87 0.66 2.31
14 C -0.33 -2.74 1.04
15 C 7.65 3.25 -4.88
16 C 0.70 -3.41 0.34
17 C -1.64 -1.13 1.79
18 C -2.33 1.58 -1.36
19 C -4.52 0.59 3.13
20 C 0.54 3.03 2.05
21 C -3.41 2.32 -0.77
22 C 3.82 0.26 -3.42
23 C 1.49 -6.44 2.47
24 C 1.47 -2.85 -0.68
25 C 3.97 1.63 -3.67
26 C 1.38 0.54 -3.20
27 C -6.93 2.72 -6.67
28 C -1.92 1.72 -2.71
29 C -0.16 1.51 -4.51
30 C -0.67 1.33 -3.18
31 C -4.18 1.62 -3.71
32 C 2.40 -1.40 -2.09
33 C 0.72 4.29 2.55
34 C 3.19 -2.60 -2.12
35 C 1.16 -0.36 3.08
36 C 5.17 2.21 -4.05
37 C -1.94 -2.30 2.56
38 C -1.16 -3.31 2.07
39 C 6.31 1.42 -4.19
40 C -4.41 1.01 5.50
41 C -5.15 2.00 -4.62
42 C 0.84 1.90 2.87
43 C 0.93 -5.86 -0.18
44 C -4.39 1.47 7.82
45 C 1.12 1.08 -4.51
46 C 1.25 3.44 4.74
47 C 1.15 2.12 4.24
48 C 1.09 4.50 3.90
49 C -2.39 0.06 1.84
50 C 1.39 0.98 5.04
51 C 3.99 0.84 -0.03
52 C -3.05 0.69 5.49
53 C 1.12 -7.17 0.22
54 C -4.89 3.04 -5.50
55 C -3.48 1.95 0.54
56 C -2.44 0.35 4.29
57 C 1.00 -4.81 0.74
58 C 1.35 -7.48 1.56
59 C 1.32 -5.13 2.06
60 C -5.14 0.93 4.31
61 C -2.93 2.25 -3.64
62 C 2.62 -3.49 -1.27
63 C -3.14 0.33 3.09
64 C 1.37 -9.14 3.24
65 C -2.71 3.33 -4.51
66 C 6.20 0.05 -3.95
67 C 4.99 -0.51 -3.59
68 C 2.54 -0.23 -2.88
69 C -2.49 0.93 0.74
70 C 1.39 -0.25 4.46
71 C -3.67 3.72 -5.42
72 H -0.90 2.44 0.81
73 H 1.06 -7.99 -0.49
74 H -3.99 0.50 8.13
75 H 1.22 -10.22 3.27
76 H 3.12 2.30 -3.54
77 H 6.95 3.52 -5.67
78 H -2.69 -2.37 3.33
79 H -1.78 3.88 -4.45
80 H -1.19 -4.34 2.36
81 H 1.58 1.10 6.10
82 H 2.96 -4.49 -1.05
83 H 5.21 3.27 -4.23
84 H 0.70 -5.65 -1.22
85 H -6.20 1.13 4.35
86 H 1.60 -1.15 5.04
87 H -4.01 3.04 -1.28
88 H 1.21 -1.33 2.61
89 H 7.50 3.90 -4.01
90 H -6.09 1.47 -4.64
91 H 4.67 1.37 0.63
92 H 7.07 -0.57 -4.07
93 H -7.39 3.15 -7.55
94 H -4.15 2.35 1.28
95 H 0.56 5.15 1.91
96 H 0.54 -8.64 3.74
97 H -4.38 0.78 -3.05
98 H -3.50 4.55 -6.09
99 H -3.58 2.20 7.75
100 H 4.97 -1.57 -3.45
101 H 1.21 5.51 4.26
102 H 1.48 3.58 5.79
103 H 8.67 3.38 -5.24
104 H -0.71 1.93 -5.34
105 H -2.46 0.70 6.39
106 H 4.48 0.49 -0.93
107 H 1.81 1.05 -5.34
108 H 0.04 3.64 0.20
109 H -5.11 1.82 8.56
110 H 2.30 -8.90 3.76
111 H 4.03 -2.82 -2.75
112 H -5.11 0.48 2.23
113 H -1.38 0.11 4.29
114 H -6.70 1.67 -6.85
115 H 1.45 -4.33 2.77
116 H -7.61 2.81 -5.82
117 H 1.73 -6.64 3.51

Charge: +1
E_HOMO (alpha / beta) (eV): -8.63 / -8.62
Total energy (eV): -136687.5203
ΔE to the lowest compared entry with this formula, charge and spin (kcal per mole): 24.9
Frontier orbital gap (alpha / beta) (hartree): 0.189 / 0.189

No. 3
Formula: C58H47AgBF4NO2P2S2
Source: OMol25
Level of theory: the ωB97M-V functional and the def2-TZVPD basis

Atoms and positions in Å:
1 Ag -0.92 -1.28 0.40
2 S 0.16 -2.06 -1.92
3 S 1.68 -0.47 0.98
4 P -0.64 -0.05 3.30
5 P -2.97 -0.30 1.57
6 F -2.42 -3.27 -0.22
7 F -3.88 -3.69 -1.97
8 F -2.98 -1.57 -1.73
9 F -4.55 -2.32 -0.22
10 O 1.81 -1.11 4.56
11 O 1.32 -2.81 -1.37
12 N -2.35 0.05 3.15
13 C -0.54 0.47 -2.59
14 C 5.08 -2.07 -0.42
15 C 1.16 -3.20 -5.65
16 C -6.98 -0.05 2.41
17 C 4.06 -1.66 0.39
18 C 3.02 3.33 1.04
19 C 6.15 -2.14 -2.65
20 C -0.13 -3.62 -7.78
21 C 1.22 -2.84 -4.31
22 C 4.03 -0.96 -2.33
23 C -5.70 0.28 2.00
24 C 3.36 3.64 -2.33
25 C -3.10 1.35 0.81
26 C -0.46 0.83 4.90
27 C 0.01 2.14 4.85
28 C -3.38 1.40 -0.56
29 C 0.75 3.41 0.29
30 C 1.98 1.65 -2.27
31 C -6.27 -2.30 2.89
32 C 3.22 2.31 -2.07
33 C 1.82 0.24 -2.02
34 C 1.32 -3.46 4.47
35 C 0.09 2.90 6.02
36 C -0.30 2.35 7.23
37 C 1.04 3.80 -2.96
38 C 0.66 2.03 0.40
39 C -0.05 -3.20 -6.34
40 C -0.84 0.28 6.12
41 C -0.30 -1.80 3.74
42 C 5.07 -1.08 -4.51
43 C 1.75 1.30 0.84
44 C -4.69 -0.68 2.04
45 C -1.17 -2.47 -4.32
46 C -2.85 2.53 1.50
47 C -4.99 -1.97 2.48
48 C 3.00 -0.89 -0.14
49 C 0.96 -2.13 4.27
50 C -1.14 -2.85 3.39
51 C 0.87 2.42 -2.70
52 C -3.44 2.62 -1.22
53 C -3.19 3.79 -0.52
54 C 6.14 -1.83 -3.97
55 C -0.78 -4.18 3.56
56 C 1.93 4.08 0.59
57 C 0.58 -0.31 -2.21
58 C 4.04 -0.66 -3.72
59 C 2.26 4.40 -2.79
60 C 5.10 -1.73 -1.79
61 C -0.76 1.04 7.28
62 C -1.21 -2.83 -5.65
63 C 2.05 5.57 0.41
64 C 0.46 -4.48 4.11
65 C -7.27 -1.33 2.86
66 C 2.93 1.96 1.17
67 C -2.90 3.75 0.83
68 C -0.39 1.80 -2.83
69 C 0.06 -2.46 -3.67
70 C 2.96 -0.55 -1.47
71 B -3.48 -2.74 -1.05
72 H 5.06 -0.84 -5.57
73 H 5.90 -2.66 -0.02
74 H -2.11 -2.64 2.95
75 H -0.58 -2.84 -8.40
76 H -3.56 0.47 -1.10
77 H 2.67 6.02 1.18
78 H -1.19 -0.75 6.16
79 H 0.86 -3.84 -8.18
80 H 2.07 -3.49 -6.16
81 H 2.16 -2.87 -3.77
82 H -1.45 -4.97 3.26
83 H 3.22 -0.10 -4.14
84 H -1.06 0.60 8.23
85 H -7.76 0.70 2.38
86 H -0.25 2.94 8.13
87 H 0.19 4.38 -3.29
88 H -2.63 2.49 2.56
89 H -2.08 -2.22 -3.78
90 H 0.33 2.56 3.90
91 H -3.67 2.65 -2.28
92 H 2.64 -1.45 4.90
93 H 6.96 -2.72 -2.23
94 H -6.49 -3.30 3.22
95 H -0.11 3.97 -0.07
96 H -2.90 -0.35 3.90
97 H -5.48 1.28 1.65
98 H 3.79 1.38 1.51
99 H 2.38 5.45 -3.01
100 H 3.95 3.83 1.29
101 H -0.74 -4.52 -7.88
102 H -1.51 0.00 -2.67
103 H -2.16 -2.84 -6.17
104 H 2.51 5.80 -0.56
105 H -2.71 4.67 1.38
106 H -8.28 -1.59 3.16
107 H 1.07 6.05 0.43
108 H -3.22 4.75 -1.04
109 H -1.25 2.41 -3.11
110 H -0.26 1.53 0.12
111 H 4.32 4.12 -2.18
112 H 0.76 -5.51 4.26
113 H 0.45 3.92 5.98
114 H 4.07 1.74 -1.71
115 H 2.30 -3.69 4.90
116 H -4.22 -2.74 2.46
117 H 4.04 -1.93 1.44
118 H 6.95 -2.15 -4.61

E_HOMO (eV): -8.13
Total energy (eV): -122296.6150
ΔE to the lowest compared entry with this formula, charge and spin (kcal per mole): 13.2
Frontier orbital gap (hartree): 0.298

No. 4
Formula: C58H47AgBF4NO2P2S2
Source: OMol25
Level of theory: the ωB97M-V functional and the def2-TZVPD basis

Atoms and positions in Å:
1 Ag 0.88 -1.32 -0.87
2 S -1.89 -0.53 -1.17
3 S 0.56 2.23 -1.53
4 P 1.34 -0.89 2.07
5 P 3.37 -0.64 -0.08
6 F 0.40 -4.27 -3.75
7 F 1.83 -4.79 -2.01
8 F -0.01 -3.44 -1.63
9 F 1.76 -2.63 -2.84
10 O -2.15 0.46 -2.25
11 O 0.53 1.07 -0.57
12 N 3.02 -0.89 1.57
13 C -2.17 1.93 4.29
14 C 7.40 -1.22 0.45
15 C -0.06 -3.19 2.84
16 C 1.46 1.02 5.68
17 C 1.21 -0.31 -4.56
18 C 1.29 -4.93 1.15
19 C -1.06 4.26 -2.16
20 C -1.93 3.25 4.48
21 C -3.25 3.45 -0.65
22 C -3.33 4.59 -1.47
23 C -0.50 1.85 -4.16
24 C 6.58 -3.00 -0.94
25 C 5.07 -1.28 -0.17
26 C -5.47 -3.34 -1.03
27 C -3.07 -2.99 -1.00
28 C -5.65 -1.96 -1.17
29 C 4.17 1.65 -1.45
30 C -5.57 3.77 -0.02
31 C 2.10 0.12 6.51
32 C -4.55 5.33 -1.53
33 C -1.95 2.20 1.87
34 C -3.29 -1.63 -1.11
35 C -2.19 5.01 -2.20
36 C 0.38 1.46 -3.16
37 C -6.66 -4.26 -0.99
38 C -1.67 4.09 3.37
39 C 0.34 0.07 -5.58
40 C 4.10 3.90 -0.61
41 C 1.22 0.68 4.35
42 C 3.36 2.07 0.77
43 C 3.66 1.17 -0.25
44 C 6.13 -0.66 0.50
45 C 1.24 0.39 -3.37
46 C 2.26 -1.46 4.70
47 C 0.22 -5.39 1.90
48 C 3.59 3.43 0.59
49 C -2.11 0.30 0.41
50 C -4.57 -1.10 -1.21
51 C -0.45 -4.51 2.76
52 C 7.63 -2.39 -0.27
53 C -1.69 3.58 2.11
54 C 2.50 -1.12 6.02
55 C -5.64 4.93 -0.82
56 C -2.26 -0.55 1.54
57 C -1.99 1.66 0.54
58 C 1.62 -0.56 3.85
59 C -2.17 1.37 2.99
60 C 1.69 -3.60 1.25
61 C 1.01 -2.71 2.08
62 C 0.29 -0.70 -6.88
63 C 4.39 3.01 -1.63
64 C -1.00 3.07 -1.40
65 C -0.50 1.16 -5.36
66 C -2.03 2.69 -0.57
67 C 5.31 -2.45 -0.89
68 C -4.42 3.05 0.07
69 C -2.34 -0.02 2.79
70 C -4.18 -3.84 -0.95
71 B 1.00 -3.83 -2.59
72 H -1.49 4.23 1.27
73 H -6.45 3.45 0.53
74 H 1.14 1.98 6.06
75 H 2.57 -2.43 4.32
76 H -4.39 2.16 0.68
77 H -2.24 5.92 -2.79
78 H 2.54 -3.27 0.66
79 H 1.85 -1.17 -4.68
80 H 4.48 -2.93 -1.42
81 H 1.80 -5.58 0.46
82 H 5.97 0.26 1.04
83 H 4.41 0.96 -2.25
84 H -4.59 6.21 -2.16
85 H -6.36 -5.30 -0.88
86 H -2.35 -1.62 1.39
87 H -2.34 1.27 5.14
88 H -6.66 -1.56 -1.25
89 H -7.25 -4.18 -1.90
90 H -1.27 -4.87 3.37
91 H -6.56 5.50 -0.87
92 H 2.94 1.72 1.70
93 H 3.65 -0.45 2.23
94 H -2.06 -3.39 -0.97
95 H 1.30 -0.98 -7.20
96 H -0.28 -1.62 -6.75
97 H 8.22 -0.73 0.97
98 H 0.71 1.38 3.69
99 H -0.58 -2.51 3.51
100 H 4.27 4.96 -0.75
101 H -1.21 1.45 -6.13
102 H 6.75 -3.91 -1.51
103 H 3.00 -1.83 6.68
104 H -4.02 -4.91 -0.87
105 H -0.09 -6.42 1.82
106 H -0.18 4.57 -2.72
107 H -1.93 3.67 5.48
108 H 8.62 -2.81 -0.31
109 H 2.29 0.37 7.55
110 H 1.92 0.07 -2.59
111 H 4.79 3.37 -2.58
112 H -1.45 5.14 3.53
113 H -7.32 -4.00 -0.15
114 H -2.52 -0.66 3.64
115 H 3.35 4.12 1.39
116 H -0.18 -0.11 -7.67
117 H -1.24 2.62 -4.00
118 H -4.70 -0.03 -1.33

E_HOMO (eV): -8.11
Total energy (eV): -122295.5278
ΔE to the lowest compared entry with this formula, charge and spin (kcal per mole): 38.3
Frontier orbital gap (hartree): 0.299